Record 1
{"formula": "C4H8N2", "method": "the ωB97M-V functional and the def2-TZVPD basis", "mol_weight_g_mol": 84.122, "fmax_ev_per_a": 1.5, "smiles": "[H]/N=C\\N(C)C=C", "homo_lumo_gap_ha": 0.3483, "de_lowest_kj_mol": 119.7, "lumo_energy_ha": 0.0341, "symbols": ["H", "N", "C", "N", "C", "C", "C", "H", "H", "H", "H", "H", "H", "H"], "coordinates": [[1.340970, 1.535791, -0.339093], [0.469293, 2.020836, -0.121614], [-0.477026, 1.206956, 0.050873], [-0.486475, -0.191287, -0.023995], [-1.784540, -0.872127, 0.088185], [0.630120, -1.009418, -0.231624], [1.881106, -0.881191, 0.213789], [-1.441804, 1.605506, 0.377741], [-2.569370, -0.050438, 0.069316], [-1.983688, -1.541376, -0.778105], [-1.844515, -1.469274, 1.028115], [0.362028, -1.853471, -0.885679], [2.600976, -1.616854, -0.106495], [2.157710, -0.082048, 0.926120]], "forces_ev_per_angstrom": [[-0.0683, 0.0937, -0.1222], [0.4509, 0.0150, -0.0446], [-0.1033, -0.5449, 0.5637], [-0.4395, 0.1958, 0.2152], [-0.5452, 0.7523, -0.0263], [-0.1873, -0.3612, -0.5907], [-0.5618, 0.6912, 0.4639], [0.0287, -0.1031, -0.3280], [0.7843, -1.2810, 0.2003], [0.2594, 0.3934, 0.4772], [-0.0889, 0.4640, -0.6389], [0.3069, 0.2075, 0.3043], [0.1759, 0.0751, 0.1197], [-0.0117, -0.5979, -0.5936]], "lowdin_charge": [0.021, 0.088, -0.289, -0.178, -0.067, -0.201, 0.012, 0.109, 0.094, 0.087, 0.092, 0.113, 0.048, 0.071]}

Record 2
{"formula": "C6H14N2O", "method": "the ωB97M-V functional and the def2-TZVPD basis", "mol_weight_g_mol": 130.191, "fmax_ev_per_a": 0.8, "homo_lumo_gap_ha": 0.3014, "de_lowest_kj_mol": 314.4, "lumo_energy_ha": 0.0249, "symbols": ["C", "C", "N", "C", "C", "H", "H", "H", "H", "H", "H", "H", "H", "H", "C", "C", "N", "O", "H", "H", "H", "H", "H"], "coordinates": [[-0.355110, -0.857059, 1.865576], [2.216957, -0.578767, 0.556444], [-0.282768, -0.590358, 0.439920], [0.932891, -0.840207, -0.197828], [0.968897, -1.251569, -1.479667], [-1.638985, -0.689350, -0.543091], [-0.238330, -1.927209, 2.070429], [-1.334768, -0.542263, 2.225454], [0.389862, -0.308499, 2.454349], [2.347510, -1.294746, 1.371061], [3.080571, -0.660097, -0.102083], [2.211468, 0.418651, 1.004028], [0.061139, -1.477418, -2.024989], [1.902292, -1.355623, -2.013828], [-0.188595, 1.945938, -0.692971], [-1.150972, 1.114814, 0.109336], [-2.144540, 0.197670, -0.938156], [-1.763553, 1.497986, 1.081774], [-2.047381, 0.342264, -1.938555], [-3.093877, 0.362601, -0.619480], [0.552346, 2.360943, -0.011882], [0.311013, 1.359793, -1.462133], [-0.736065, 2.772505, -1.153707]], "forces_ev_per_angstrom": [[0.1356, 0.1887, -0.0653], [-0.0326, -0.0687, 0.0116], [-0.6031, 0.4750, -0.0533], [0.1577, 0.0423, -0.2476], [-0.0107, 0.2192, 0.2680], [-0.4347, 0.6095, -0.3352], [-0.0082, 0.0712, -0.0276], [0.0138, -0.0113, -0.0072], [0.0189, -0.0296, 0.0190], [-0.0175, 0.0248, -0.0058], [-0.0387, -0.0135, -0.0124], [-0.0286, -0.0173, -0.0093], [-0.0438, -0.0537, 0.0278], [0.0456, -0.0064, 0.0274], [-0.0681, -0.1420, -0.1396], [0.3021, -0.6569, 0.2839], [0.4448, -0.0965, 0.4480], [0.1194, -0.2947, -0.3136], [0.0271, -0.0548, 0.0851], [0.0224, -0.1423, -0.0460], [-0.0249, -0.0228, 0.0180], [0.0190, 0.0357, 0.0284], [0.0046, -0.0558, 0.0455]], "lowdin_charge": [-0.125, -0.056, -0.150, -0.458, 0.020, 0.117, 0.084, 0.070, 0.076, 0.076, 0.072, 0.078, 0.042, 0.047, -0.018, -0.517, 0.165, 0.008, 0.111, 0.115, 0.090, 0.063, 0.089]}

Record 3
{"formula": "CO3Sn", "method": "the ωB97M-V functional and the def2-TZVPD basis", "mol_weight_g_mol": 178.719, "fmax_ev_per_a": 4.4, "homo_lumo_gap_ha": 0.1665, "de_lowest_kj_mol": 398.9, "lumo_energy_ha": -0.1252, "symbols": ["Sn", "C", "O", "O", "O"], "coordinates": [[-1.883489, -1.367624, 1.038385], [0.480002, 0.354293, -0.269050], [0.576510, 1.399841, -0.942702], [0.748382, 0.363640, 0.987828], [0.078596, -0.750151, -0.814459]], "forces_ev_per_angstrom": [[3.6963, 1.5260, -1.7654], [0.1624, 2.2190, -0.1053], [0.2573, -1.0805, 0.2629], [-1.4625, -0.8027, 1.0692], [-2.6534, -1.8618, 0.5385]], "lowdin_charge": [1.241, -1.026, 0.041, -0.070, -0.186]}

What did the first record say?
{"formula": "C4H8N2", "method": "the ωB97M-V functional and the def2-TZVPD basis", "mol_weight_g_mol": 84.122, "fmax_ev_per_a": 1.5, "smiles": "[H]/N=C\\N(C)C=C", "homo_lumo_gap_ha": 0.3483, "de_lowest_kj_mol": 119.7, "lumo_energy_ha": 0.0341, "symbols": ["H", "N", "C", "N", "C", "C", "C", "H", "H", "H", "H", "H", "H", "H"], "coordinates": [[1.340970, 1.535791, -0.339093], [0.469293, 2.020836, -0.121614], [-0.477026, 1.206956, 0.050873], [-0.486475, -0.191287, -0.023995], [-1.784540, -0.872127, 0.088185], [0.630120, -1.009418, -0.231624], [1.881106, -0.881191, 0.213789], [-1.441804, 1.605506, 0.377741], [-2.569370, -0.050438, 0.069316], [-1.983688, -1.541376, -0.778105], [-1.844515, -1.469274, 1.028115], [0.362028, -1.853471, -0.885679], [2.600976, -1.616854, -0.106495], [2.157710, -0.082048, 0.926120]], "forces_ev_per_angstrom": [[-0.0683, 0.0937, -0.1222], [0.4509, 0.0150, -0.0446], [-0.1033, -0.5449, 0.5637], [-0.4395, 0.1958, 0.2152], [-0.5452, 0.7523, -0.0263], [-0.1873, -0.3612, -0.5907], [-0.5618, 0.6912, 0.4639], [0.0287, -0.1031, -0.3280], [0.7843, -1.2810, 0.2003], [0.2594, 0.3934, 0.4772], [-0.0889, 0.4640, -0.6389], [0.3069, 0.2075, 0.3043], [0.1759, 0.0751, 0.1197], [-0.0117, -0.5979, -0.5936]], "lowdin_charge": [0.021, 0.088, -0.289, -0.178, -0.067, -0.201, 0.012, 0.109, 0.094, 0.087, 0.092, 0.113, 0.048, 0.071]}